<a>
{"formula": "C5H13N", "method": "the ωB97M-V functional and the def2-TZVPD basis", "symbols": ["C", "C", "C", "H", "H", "H", "H", "H", "H", "C", "N", "C", "H", "H", "H", "H", "H", "H", "H"], "positions_angstrom": [[2.38176, -0.47777, 3.15712], [2.08154, 0.93003, 2.65252], [2.20322, 1.38636, 1.35338], [1.70572, -1.11521, 2.55411], [3.35496, -0.91463, 2.94303], [1.98375, -0.67609, 4.14089], [1.95443, 1.54954, 3.50715], [2.11727, 2.43528, 1.13611], [2.68079, 0.80567, 0.58142], [-2.99070, 0.05661, -1.61218], [-1.68339, 0.16376, -2.12591], [-1.22360, -0.89141, -3.00523], [-3.34583, -0.95585, -1.55334], [-2.98953, 0.37184, -0.49740], [-3.82397, 0.47931, -2.10444], [-1.04108, 0.42002, -1.36137], [-1.06661, -1.83517, -2.38224], [-0.32866, -0.70652, -3.60524], [-1.97007, -1.02575, -3.77837]], "e_lumo_ev": [-3.6, -8.5], "charge": 1, "orbital_gap_ev": [8.29, 3.38], "spin_multiplicity": 2}

<b>
{"formula": "C5H13N", "method": "the ωB97M-V functional and the def2-TZVPD basis", "symbols": ["C", "C", "N", "C", "C", "C", "H", "H", "H", "H", "H", "H", "H", "H", "H", "H", "H", "H", "H"], "positions_angstrom": [[1.11136, 1.90045, -1.56818], [0.93118, 1.47473, -0.03645], [0.81137, 0.02692, 0.14548], [-1.32489, -1.18474, -0.49919], [-0.62760, -0.43802, 0.73178], [-0.37042, -1.53617, 1.85912], [0.34587, 1.27181, -2.20708], [1.15373, 2.82111, -1.94011], [2.06723, 1.51180, -1.85463], [-0.00836, 1.90745, 0.45519], [1.87627, 1.76145, 0.47276], [0.97834, -0.43084, -0.80648], [-1.21170, -2.34041, -0.22713], [-0.89163, -1.06583, -1.44752], [-2.48275, -1.01923, -0.55138], [-1.10800, 0.62937, 1.08989], [-1.29835, -2.06082, 1.76974], [-0.38773, -1.00165, 2.74508], [0.43609, -2.22737, 1.86912]], "e_lumo_ev": [-2.7, -7.8], "charge": 1, "orbital_gap_ev": [13.52, 8.57], "spin_multiplicity": 2}

Top of the stability list: <a>, leading by 0.0021 hartree.

<a>
{"formula": "CH8NP3", "method": "the ωB97M-V functional and the def2-TZVPD basis", "symbols": ["N", "P", "P", "P", "H", "H", "H", "H", "C", "H", "H", "H", "H"], "positions_angstrom": [[-2.15839, 0.54542, -1.13923], [-0.95880, 1.26660, -0.66418], [-0.18772, 1.33454, 1.41825], [0.96557, 1.83622, -1.87035], [-0.11734, 2.69076, 1.44006], [-1.37445, 0.94377, 1.85469], [0.56352, 1.01293, -2.86197], [1.43948, 0.86627, -0.93306], [0.46507, -2.06556, 0.58696], [1.17200, -2.25760, -0.20790], [0.62442, -1.43649, 1.42829], [0.11972, -3.05419, 0.81831], [-0.55307, -1.68266, 0.13012]], "e_lumo_ev": -0.7, "smiles": "N#P(P)P.C", "orbital_gap_ev": 7.93}

<b>
{"formula": "CH8NP3", "method": "the ωB97M-V functional and the def2-TZVPD basis", "symbols": ["C", "N", "P", "P", "P", "H", "H", "H", "H", "H", "H", "H", "H"], "positions_angstrom": [[1.30427, 1.31474, -0.63838], [0.24513, 0.92173, 0.86314], [-1.76652, 0.18914, -0.99481], [0.34607, -2.15555, 0.13562], [-0.81116, -0.38677, 0.90438], [1.52722, 2.37499, -0.47433], [2.23284, 0.74378, -0.50271], [0.61126, 1.20390, -1.50277], [0.72957, 1.15255, 1.71510], [-2.41750, -1.01448, -1.29253], [-2.73261, 0.79737, -0.19722], [-0.25026, -3.30294, 0.73191], [0.98170, -1.83845, 1.25258]], "e_lumo_ev": 0.8, "orbital_gap_ev": 8.76}

Top of the stability list: <b>, leading by 0.0506 hartree.

<a>
{"formula": "C3H6FN3", "method": "the ωB97M-V functional and the def2-TZVPD basis", "symbols": ["H", "N", "C", "N", "C", "C", "F", "N", "H", "H", "H", "H", "H"], "positions_angstrom": [[-1.54171, 0.99989, 0.09640], [-2.20506, 0.29563, 0.21252], [-1.56905, -0.79450, -0.00351], [-0.17952, -0.97870, -0.47784], [0.88334, -0.25383, -0.05268], [0.62468, 1.23041, 0.30025], [-0.04304, 2.13391, -0.61478], [2.17417, -0.57265, 0.06049], [2.44302, -1.50069, -0.17783], [-2.40263, -1.71881, -0.15689], [-0.01287, -1.82458, -0.98239], [0.04748, 1.44268, 1.26299], [1.78119, 1.54123, 0.53328]], "e_lumo_ev": 0.6, "smiles": "[H]/N=C\\N/C(CF)=N\\[H]", "orbital_gap_ev": 10.40}

<b>
{"formula": "C3H6FN3", "method": "the ωB97M-V functional and the def2-TZVPD basis", "symbols": ["H", "N", "C", "N", "N", "C", "C", "F", "H", "H", "H", "H", "H"], "positions_angstrom": [[-0.33449, 1.97040, -1.64018], [0.07328, 2.08020, -0.70897], [0.25203, 0.83706, -0.25519], [0.95463, 0.60056, 0.98804], [0.28065, -0.18184, 2.10127], [-0.21268, -0.22991, -1.04652], [-0.21640, -1.54515, -1.07314], [-1.12553, 0.30530, -1.95241], [1.35362, 1.46451, 1.44024], [0.16261, -1.23009, 1.95069], [-0.65365, 0.05807, 2.07882], [0.35510, -2.02279, -0.13198], [-0.88916, -2.10633, -1.75067]], "e_lumo_ev": 0.0, "smiles": "[H]/N=C(/NN)C(=C)F", "orbital_gap_ev": 9.73}

<c>
{"formula": "C3H6FN3", "method": "the ωB97M-V functional and the def2-TZVPD basis", "symbols": ["H", "N", "C", "N", "N", "C", "C", "F", "H", "H", "H", "H", "H"], "positions_angstrom": [[-1.21049, 2.05088, -0.45746], [-0.20344, 2.06886, -0.55791], [0.08492, 0.84333, -0.07197], [-0.82443, -0.14561, 0.20178], [-2.19590, -0.07631, 0.29878], [1.47040, 0.24108, -0.03653], [1.89738, -0.90676, -0.51342], [2.42865, 0.94530, 0.77302], [-0.31567, -0.92846, 0.59696], [-2.63940, -0.84631, -0.26196], [-2.71420, -0.19135, 1.30929], [2.98323, -1.41407, -0.44108], [1.23895, -1.64058, -0.83950]], "e_lumo_ev": 0.5, "smiles": "[H]/N=C(\\NN)C(=C)F", "orbital_gap_ev": 9.73}

Top of the stability list: <a>, leading by 0.0245 hartree.

<a>
{"formula": "ArH24O12", "method": "the ωB97M-V functional and the def2-TZVPD basis", "symbols": ["Ar", "O", "H", "H", "O", "H", "H", "O", "H", "H", "O", "H", "H", "O", "H", "H", "O", "H", "H", "O", "H", "H", "O", "H", "H", "O", "H", "H", "O", "H", "H", "O", "H", "H", "O", "H", "H"], "positions_angstrom": [[0.29221, -0.17046, -0.75198], [-2.34780, 2.41425, 0.01257], [-1.67878, 2.70048, 0.63443], [-2.38591, 1.46405, 0.12153], [4.66583, 0.53441, 0.06313], [3.88812, 0.61176, 0.61578], [4.50323, -0.24190, -0.47270], [1.33148, 3.40504, 0.36162], [2.24496, 3.41893, 0.07593], [0.83014, 3.27646, -0.44358], [-0.21067, 0.69928, 3.24270], [-0.44742, 0.47354, 4.14228], [0.14371, -0.11130, 2.87720], [-0.67563, -0.56039, -3.77398], [-1.43451, -0.29073, -3.25666], [-0.30700, -1.30038, -3.29154], [-2.72545, -0.10281, -1.87530], [-3.63703, -0.30085, -2.08981], [-2.51527, -0.69363, -1.15212], [-0.02070, -2.14489, 2.14406], [0.29068, -2.47155, 1.29992], [-0.88064, -2.55015, 2.25582], [-0.37630, 3.20141, -1.79683], [-1.14366, 3.05336, -1.24413], [-0.29036, 4.15385, -1.83803], [-0.09358, -3.11051, -2.41375], [-1.03672, -3.13798, -2.25260], [0.29939, -3.11969, -1.54099], [1.15153, -3.45714, -0.00038], [1.09979, -4.37346, 0.27146], [2.01502, -3.37531, -0.40526], [-2.59329, -0.18994, 1.15307], [-1.89513, -0.31442, 1.79596], [-3.40139, -0.23980, 1.66368], [2.54507, 0.65103, 1.72494], [2.65426, 0.71859, 2.67348], [2.14183, 1.48089, 1.47007]], "e_lumo_ev": -0.3, "orbital_gap_ev": 9.64}

<b>
{"formula": "ArH24O12", "method": "the ωB97M-V functional and the def2-TZVPD basis", "symbols": ["Ar", "O", "H", "H", "O", "H", "H", "O", "H", "H", "O", "H", "H", "O", "H", "H", "O", "H", "H", "O", "H", "H", "O", "H", "H", "O", "H", "H", "O", "H", "H", "O", "H", "H", "O", "H", "H"], "positions_angstrom": [[0.24303, -0.20292, 0.03801], [-2.65039, -0.03656, 2.01564], [-3.24214, -0.41539, 1.36560], [-2.38664, 0.80321, 1.63953], [3.58443, 0.98147, -1.48785], [3.11835, 1.64004, -2.00292], [3.36010, 1.18420, -0.57967], [-1.24625, -2.43734, 2.21110], [-0.53611, -2.14788, 2.78394], [-1.69902, -1.63102, 1.96396], [-3.61846, -0.91933, -0.76961], [-4.00222, -0.37894, -1.46022], [-2.78221, -1.21279, -1.13130], [2.95003, 1.90546, 0.97685], [3.56416, 2.62460, 1.12488], [2.13165, 2.20310, 1.37422], [1.12052, -3.68837, 0.95039], [2.01248, -3.71100, 1.29697], [0.68430, -3.00191, 1.45509], [1.27884, -1.90261, 3.57202], [1.87758, -2.30887, 4.19868], [1.61919, -1.01561, 3.45528], [0.26780, 3.41035, -0.99839], [0.39709, 3.38185, -0.05039], [-0.61220, 3.77005, -1.10988], [0.33357, -0.75986, -3.66187], [0.28706, -0.65815, -4.61252], [0.83866, -1.56232, -3.53080], [-1.53218, -2.57206, -1.99461], [-1.31418, -3.50310, -1.95123], [-0.71476, -2.12383, -1.77744], [-1.51311, 1.65362, -3.31629], [-0.99112, 0.85202, -3.35067], [-2.42069, 1.34955, -3.32461], [0.74237, 3.16572, 2.12403], [1.04559, 3.95632, 2.57038], [-0.19513, 3.30830, 1.99369]], "e_lumo_ev": -0.4, "orbital_gap_ev": 10.01}

<c>
{"formula": "ArH24O12", "method": "the ωB97M-V functional and the def2-TZVPD basis", "symbols": ["Ar", "O", "H", "H", "O", "H", "H", "O", "H", "H", "O", "H", "H", "O", "H", "H", "O", "H", "H", "O", "H", "H", "O", "H", "H", "O", "H", "H", "O", "H", "H", "O", "H", "H", "O", "H", "H"], "positions_angstrom": [[0.12985, 0.75145, 0.06789], [2.05756, -0.01144, -2.96953], [2.42589, 0.83330, -2.71071], [2.65865, -0.34074, -3.63772], [-3.29747, 1.94449, -1.68702], [-2.67566, 2.45586, -1.16926], [-4.07938, 2.49454, -1.73492], [-3.41636, -0.18370, 0.23519], [-2.89507, -0.94988, -0.00450], [-3.57297, 0.26885, -0.59361], [-0.68986, -0.85957, -3.43258], [-0.64370, -1.76215, -3.74793], [0.16109, -0.70482, -3.02249], [-2.12056, 3.61317, 0.15421], [-2.52190, 4.25029, 0.74518], [-2.34398, 2.76218, 0.53120], [3.13355, 2.50816, 0.54816], [4.02718, 2.48068, 0.89009], [2.72484, 1.70885, 0.88025], [0.78570, -1.40804, 3.39127], [1.45280, -0.72175, 3.37692], [-0.03587, -0.94099, 3.54333], [0.81386, -2.63683, 0.83276], [1.03173, -2.09920, 1.59415], [-0.08592, -2.39259, 0.61605], [3.06298, -1.67663, -0.71430], [2.70553, -1.03941, -1.33269], [2.29639, -2.14084, -0.37804], [3.92018, -0.24978, 1.34126], [4.78790, -0.56408, 1.59527], [3.58036, -0.92844, 0.75802], [-1.89856, -2.42854, 0.03331], [-2.19270, -2.59953, 0.92800], [-2.45588, -2.98311, -0.51266], [-2.32270, 1.56941, 1.82426], [-1.87966, 1.09791, 2.52969], [-2.62800, 0.88274, 1.23139]], "e_lumo_ev": -0.1, "orbital_gap_ev": 10.78}

Top of the stability list: <a>, leading by 0.0019 hartree.

<a>
{"formula": "C3H4I2", "method": "the ωB97M-V functional and the def2-TZVPD basis", "symbols": ["I", "C", "C", "C", "I", "H", "H", "H", "H"], "positions_angstrom": [[-3.27540, 0.70749, 0.26218], [-1.43900, -0.38231, 0.24558], [-0.25769, 0.32294, 0.07388], [1.10874, -0.18637, -0.28811], [3.13691, 0.79890, 0.59359], [-1.57275, -1.35450, 0.37670], [-0.31806, 1.40398, 0.03058], [1.47387, -0.08241, -1.28936], [1.14339, -1.22772, -0.00504]], "e_lumo_ev": -0.8, "smiles": "I/C=C/CI", "orbital_gap_ev": 8.38}

<b>
{"formula": "C3H4I2", "method": "the ωB97M-V functional and the def2-TZVPD basis", "symbols": ["C", "C", "C", "I", "I", "H", "H", "H", "H"], "positions_angstrom": [[0.12482, -0.24367, -1.41714], [0.57928, -0.07655, -0.21861], [-0.27110, -0.00281, 0.99333], [0.63160, -1.02829, 2.62453], [-2.34538, -0.31684, 0.77372], [0.77653, -0.35412, -2.35404], [-0.96973, -0.09125, -1.56641], [1.65072, -0.00668, 0.16439], [-0.17675, 2.12022, 1.00023]], "e_lumo_ev": [-1.2, -0.8], "orbital_gap_ev": [8.36, 7.70]}

Top of the stability list: <a>, leading by 0.1202 hartree.